10
Properties=species:S:1:pos:R:3:forces:R:3 method="wB97M-V/def2-TZVPD" total_energy_ha=-355.43276 orbital_gap_ha=0.291 fmax_ev_per_a=4.04 e_above_lowest_kcal_mol=130.0 homo_ev=-7.4730
C -0.928 -0.307 0.594 0.441 1.144 2.189
C -0.846 -0.957 -0.493 0.747 -1.236 -3.771
C 1.285 1.482 0.141 -0.847 1.320 -0.397
N -0.045 0.544 1.267 -0.341 1.036 0.890
N -0.663 -1.543 -1.576 -0.550 -0.798 1.548
N 1.291 0.436 0.848 0.809 -0.291 -1.091
O 1.237 2.505 -0.423 0.462 -1.266 0.528
H -1.777 -0.409 1.203 -1.147 -0.592 0.658
H -1.375 -1.328 -2.262 0.295 0.760 -0.654
H 1.822 -0.424 0.700 0.130 -0.077 0.101